DFT (wB97M-V/def2-TZVPD) results for a structure of composition C31H45N3O4S2Si2TeV.

Structure (ORCA input):
```
! RIJCOSX wB97M-V def2-TZVPD def2/J DEFGRID3
* xyz 0 2
V 0.222 0.778 0.177
C -2.101 3.101 -0.087
N -1.069 2.860 0.935
C -0.281 4.114 1.015
C 1.014 4.005 1.789
N 1.967 3.166 1.093
C 2.592 3.813 -0.056
C 2.950 2.562 1.934
C 3.527 3.240 2.999
C 4.493 2.631 3.788
C 4.891 1.334 3.501
C 4.310 0.651 2.445
C 3.332 1.248 1.657
S 2.601 0.345 0.335
C -1.656 2.538 2.226
C -2.770 3.224 2.697
C -3.325 2.918 3.930
C -2.750 1.919 4.705
C -1.641 1.235 4.241
C -1.080 1.529 2.998
S 0.351 0.640 2.481
H -2.582 4.078 0.045
H -2.873 2.337 -0.043
H -1.634 3.079 -1.071
H -0.910 4.893 1.467
H -0.075 4.425 -0.011
H 0.823 3.574 2.773
H 1.394 5.029 1.947
H 3.139 4.721 0.243
H 1.850 4.069 -0.810
H 3.288 3.115 -0.518
H 3.222 4.257 3.214
H 4.931 3.168 4.620
H 5.641 0.845 4.109
H 4.592 -0.374 2.237
H -3.213 4.007 2.095
H -4.196 3.455 4.280
H -3.169 1.670 5.671
H -1.195 0.449 4.837
O -4.333 -0.444 0.602
C -3.010 -0.322 0.414
O -2.207 -0.489 1.304
C -2.609 0.036 -0.964
C -3.461 -0.186 -2.004
C -3.012 -0.021 -3.348
C -1.753 0.452 -3.524
C -0.928 0.779 -2.414
N -1.301 0.472 -1.089
C 0.218 1.566 -2.458
O 0.815 2.043 -3.570
O 0.733 1.913 -1.352
H -4.455 -0.681 1.535
H -4.464 -0.525 -1.793
H -3.658 -0.257 -4.180
H -1.375 0.604 -4.529
H 0.386 1.688 -4.356
C 3.266 -0.668 -3.058
Si 2.329 -2.262 -2.793
C 0.773 -2.151 -3.842
C 3.371 -3.688 -3.433
C 2.033 -2.682 -0.967
Te 0.451 -1.896 0.249
C -1.034 -2.918 -0.915
Si -1.765 -4.408 -0.042
C -0.397 -5.594 0.439
C -2.693 -3.835 1.480
C -2.950 -5.254 -1.223
H 3.578 -0.647 -4.107
H 4.154 -0.594 -2.431
H 2.663 0.219 -2.864
H 1.063 -1.778 -4.828
H 0.055 -1.447 -3.418
H 0.268 -3.106 -3.991
H 3.639 -3.541 -4.481
H 2.844 -4.640 -3.351
H 4.298 -3.771 -2.863
H 2.943 -2.444 -0.415
H 1.885 -3.763 -0.890
H -0.535 -3.208 -1.837
H -1.817 -2.212 -1.186
H 0.356 -5.108 1.064
H 0.105 -5.997 -0.444
H -0.795 -6.437 1.006
H -2.079 -3.197 2.119
H -3.019 -4.692 2.074
H -3.585 -3.270 1.198
H -2.425 -5.661 -2.089
H -3.701 -4.551 -1.589
H -3.475 -6.078 -0.736
*
```

Output
- orbital gap (spin up / spin down) (eV) = 5.709 / 5.695
- largest force on an atom (eV Å⁻¹) = 1.6
- relative energy (zero: lowest compared OMol25 entry of this formula, charge and spin) (kcal per mole) = 0.0
- HOMO energy (spin up / spin down) (eV) = -6.3 / -6.2
- <S²> = 0.78
- E_tot (eV) = -115947.3126

=====

DFT (wB97M-V/def2-TZVPD) results for a cluster of 7 separate species, C26H72N6O7 in total.

Structure (ORCA input):
```
! RIJCOSX wB97M-V def2-TZVPD def2/J DEFGRID3
* xyz 0 1
C -4.131 2.814 2.778
C -5.137 3.688 3.638
O -6.445 3.431 3.222
H -4.454 1.822 2.463
H -3.107 2.808 3.152
H -3.870 3.201 1.794
H -4.889 4.739 3.490
H -5.104 3.342 4.671
H -6.660 4.207 2.699
C -0.779 0.315 -1.047
C -0.177 0.406 0.482
C -0.825 1.424 1.409
O -0.557 2.781 0.947
C 0.809 3.180 0.830
N -0.200 -0.960 1.094
H -0.145 -0.444 -1.505
H -0.814 1.219 -1.656
H -1.761 -0.114 -0.849
H 0.899 0.564 0.410
H -0.489 1.207 2.423
H -1.911 1.357 1.464
H 0.696 4.263 0.804
H 1.307 2.918 -0.104
H 1.487 2.935 1.647
H 0.287 -1.441 0.351
H 0.396 -0.896 1.906
C 0.237 2.433 5.345
C 0.630 1.054 5.925
C 1.999 0.515 5.387
O 1.598 -0.144 4.193
C 2.590 -1.033 3.818
N 0.474 1.120 7.364
H 0.213 2.422 4.255
H 0.883 3.209 5.755
H -0.776 2.578 5.719
H -0.197 0.438 5.572
H 2.461 -0.099 6.160
H 2.654 1.374 5.237
H 2.722 -1.874 4.498
H 3.584 -0.614 3.657
H 2.405 -1.562 2.883
H 0.623 2.042 7.748
H -0.513 1.012 7.552
C -5.714 -4.673 0.971
C -4.574 -4.947 1.980
C -3.514 -3.813 1.924
O -4.174 -2.527 2.255
C -3.365 -1.344 2.144
N -5.181 -5.156 3.335
H -6.619 -5.278 0.924
H -5.312 -4.632 -0.041
H -6.230 -3.748 1.227
H -3.940 -5.793 1.715
H -3.012 -3.865 0.957
H -2.701 -3.923 2.641
H -3.922 -0.471 2.485
H -3.217 -1.159 1.080
H -2.415 -1.299 2.676
H -5.856 -5.898 3.218
H -5.715 -4.304 3.438
C 2.753 -3.253 -0.560
C 4.054 -3.392 0.276
C 5.104 -2.189 0.285
O 5.399 -1.765 -1.097
C 6.264 -2.573 -1.849
N 3.725 -3.833 1.608
H 2.129 -4.122 -0.352
H 2.969 -3.017 -1.602
H 2.160 -2.373 -0.311
H 4.576 -4.253 -0.143
H 5.953 -2.304 0.959
H 4.566 -1.327 0.679
H 6.229 -2.289 -2.901
H 5.798 -3.540 -2.036
H 7.248 -2.845 -1.467
H 2.750 -3.976 1.827
H 4.283 -4.592 1.972
C 2.880 1.649 -3.570
C 3.199 0.592 -4.546
C 2.383 -0.672 -4.350
O 1.018 -0.429 -4.198
C 0.193 -1.579 -4.289
N 2.951 1.030 -5.885
H 1.868 2.052 -3.597
H 3.453 2.574 -3.633
H 3.002 1.238 -2.567
H 4.263 0.418 -4.388
H 2.619 -1.213 -3.434
H 2.617 -1.321 -5.194
H 0.527 -2.441 -3.710
H 0.186 -1.960 -5.310
H -0.842 -1.326 -4.060
H 1.981 0.911 -6.143
H 3.300 0.283 -6.468
C -1.002 2.943 -6.634
C -0.326 2.451 -5.345
C -0.938 3.030 -4.036
O -0.953 4.472 -4.093
C -0.791 5.098 -2.875
N -0.582 1.030 -5.451
H -2.071 2.774 -6.759
H -0.505 2.450 -7.470
H -0.761 4.000 -6.520
H 0.749 2.624 -5.370
H -0.475 2.656 -3.123
H -1.967 2.670 -4.043
H 0.120 4.664 -2.465
H -1.704 4.833 -2.341
H -0.736 6.186 -2.846
H -0.191 0.611 -6.283
H 0.018 0.541 -4.802
*
```

Output
- orbital gap (eV) = 9.179
- largest force on an atom (eV Å⁻¹) = 3.2
- relative energy (zero: lowest compared OMol25 entry of this formula, charge and spin) (kcal per mole) = 126.8
- SMILES string = COC[C@H](C)N.COC[C@H](C)N.COC[C@H](C)N.COC[C@H](C)N.COC[C@H](C)N.COC[C@H](C)N.CCO
- HOMO energy (eV) = -8.8
- E_tot (eV) = -51394.5613

=====

DFT (wB97M-V/def2-TZVPD) results for an isolated molecule of C3H2N4O.

Structure (ORCA input):
```
! RIJCOSX wB97M-V def2-TZVPD def2/J DEFGRID3
* xyz 0 1
C 1.501 0.011 0.000
C -0.299 1.335 -0.072
C -1.150 -0.857 0.403
H -0.562 2.405 -0.552
H -2.113 -1.518 0.699
N 0.818 1.121 -0.615
N -1.365 0.460 0.409
N -0.197 -1.562 -0.429
N 0.953 -1.213 -0.589
O 2.413 -0.183 0.747
*
```

Output
- orbital gap (eV) = 8.039
- largest force on an atom (eV Å⁻¹) = 5.6
- relative energy (zero: lowest compared OMol25 entry of this formula, charge and spin) (kcal per mole) = 59.7
- SMILES string = O=c1ncncnn1
- HOMO energy (eV) = -9.5
- E_tot (eV) = -11146.6848

=====

DFT (wB97M-V/def2-TZVPD) results for the ion C8H16N3 with charge +1.

Structure (ORCA input):
```
! RIJCOSX wB97M-V def2-TZVPD def2/J DEFGRID3
* xyz 1 1
C -0.677 -1.870 1.491
C 2.064 1.448 -0.727
C 0.351 -0.698 1.820
C -2.009 -1.200 1.103
C 1.781 0.004 -0.165
C -1.339 -0.865 -1.269
C 0.781 1.948 -1.516
C -0.578 0.161 -0.273
N 0.563 -0.087 0.507
N -1.888 -0.326 0.033
N -0.537 1.546 -0.781
H -0.230 -2.462 0.753
H -0.798 -2.568 2.296
H 2.286 2.110 0.033
H 2.921 1.352 -1.380
H -0.120 0.059 2.477
H 1.345 -0.995 2.001
H -2.709 -1.948 0.784
H -2.415 -0.743 2.172
H 1.766 -0.528 -1.089
H 2.535 -0.501 0.567
H -1.910 -0.444 -2.073
H -0.863 -1.831 -1.254
H 0.934 2.998 -1.439
H 0.791 1.548 -2.578
H -0.729 2.254 -0.110
H -1.317 1.641 -1.382
*
```

Output
- orbital gap (eV) = 9.514
- largest force on an atom (eV Å⁻¹) = 4.7
- relative energy (zero: lowest compared OMol25 entry of this formula, charge and spin) (kcal per mole) = 66.9
- SMILES string = C1C[NH2+][C@]23CN2CCCN3C1
- HOMO energy (eV) = -12.4
- E_tot (eV) = -13016.5277